Below is a molecular structure, C26H38N4RuS in a non-equilibrium geometry, with properties calculated with ωB97M-V/def2-TZVPD.

```
! wB97M-V def2-TZVPD RIJCOSX def2/J DEFGRID3
* xyz 3 6
Ru 0.551 0.368 -0.303
C 1.994 2.985 -1.155
C 3.145 2.214 -0.522
N 2.840 0.761 -0.439
C 3.456 0.068 0.719
C 2.944 0.586 2.064
S 1.158 0.978 2.117
C 1.115 2.805 1.966
C 0.368 3.335 0.744
N 0.679 2.654 -0.539
H 2.195 4.057 -1.093
H 1.920 2.732 -2.215
H 4.055 2.386 -1.099
H 3.350 2.578 0.480
H 3.181 0.307 -1.285
H 3.226 -0.994 0.615
H 4.545 0.168 0.706
H 3.114 -0.169 2.831
H 3.466 1.482 2.398
H 0.614 3.176 2.860
H 2.140 3.161 2.021
H -0.708 3.219 0.899
H 0.569 4.407 0.666
H -0.038 2.952 -1.200
C -2.686 1.775 -2.233
C -3.020 2.069 -0.793
C -3.791 3.174 -0.466
C -4.136 3.453 0.850
C -3.707 2.609 1.860
C -2.940 1.480 1.580
C -2.536 0.579 2.719
C -2.612 1.225 0.246
N -1.783 0.102 -0.097
C -2.225 -1.096 -0.079
C -3.612 -1.520 0.255
C -1.219 -2.163 -0.447
C -1.694 -3.507 -0.854
N 0.006 -1.799 -0.378
C 1.111 -2.624 -0.697
C 1.782 -2.393 -1.925
C 1.256 -1.418 -2.932
C 2.910 -3.168 -2.213
C 3.352 -4.111 -1.319
C 2.690 -4.305 -0.104
C 1.557 -3.561 0.234
C 0.845 -3.778 1.540
H -2.792 2.665 -2.851
H -3.358 1.017 -2.643
H -1.667 1.384 -2.349
H -4.134 3.821 -1.263
H -4.741 4.320 1.075
H -3.970 2.807 2.891
H -2.142 1.165 3.550
H -1.802 -0.180 2.445
H -3.416 0.069 3.119
H -4.202 -0.702 0.656
H -3.601 -2.345 0.970
H -4.111 -1.891 -0.645
H -2.510 -3.419 -1.574
H -2.097 -4.040 0.013
H -0.893 -4.103 -1.285
H 0.471 -1.860 -3.552
H 2.046 -1.077 -3.600
H 0.807 -0.533 -2.463
H 3.426 -3.038 -3.155
H 4.222 -4.706 -1.558
H 3.060 -5.046 0.593
H 1.527 -4.190 2.281
H 0.033 -4.499 1.426
H 0.419 -2.857 1.941
*
```

The LUMO energy (alpha / beta) is -9.372 / -13.160 eV. The value obtained for the HOMO energy (alpha / beta) is -16.311 / -16.603 eV. Its expectation value of S² is 8.776. Its HOMO-LUMO gap (alpha / beta) is 6.9 / 3.4 eV.



Below is a molecular structure, C26H39As2CrN4O6S7, with properties calculated with ωB97M-V/def2-TZVPD.

```
! wB97M-V def2-TZVPD RIJCOSX def2/J DEFGRID3
* xyz 0 4
Cr 0.628 -0.683 -0.511
C -0.844 -1.552 3.679
C 0.293 -2.381 3.182
N 0.722 -2.320 1.964
C 1.775 -3.152 1.746
C 2.196 -3.847 2.841
S 1.190 -3.468 4.168
C 2.295 -3.273 0.380
C 3.120 -4.280 0.008
S 3.509 -4.149 -1.638
C 2.544 -2.759 -1.772
N 1.958 -2.395 -0.655
C 2.473 -2.123 -3.122
H -1.496 -1.305 2.839
H -0.471 -0.623 4.112
H -1.422 -2.073 4.442
H 3.004 -4.550 2.928
H 3.479 -5.087 0.621
H 3.432 -2.248 -3.623
H 2.228 -1.068 -3.063
H 1.694 -2.610 -3.708
C -3.595 1.437 -2.114
C -2.719 2.350 -1.243
C -2.070 3.454 -2.089
C -3.529 2.947 -0.090
C -1.627 1.505 -0.732
N -0.727 0.851 -0.462
H -4.384 2.049 -2.554
H -4.039 0.645 -1.511
H -3.008 0.980 -2.910
H -2.870 4.076 -2.492
H -1.488 3.034 -2.907
H -1.407 4.079 -1.491
H -4.380 3.474 -0.523
H -2.940 3.666 0.480
H -3.907 2.180 0.583
O 4.076 -0.492 -0.905
C 3.459 0.414 -1.418
N 2.076 0.537 -1.468
S 1.623 1.985 -2.096
O 1.165 2.902 -1.072
O 0.747 1.799 -3.224
C 3.224 2.476 -2.598
C 3.595 3.594 -3.321
C 4.951 3.748 -3.577
C 5.882 2.813 -3.120
C 5.480 1.698 -2.396
C 4.127 1.548 -2.145
H 2.867 4.309 -3.675
H 5.292 4.604 -4.143
H 6.930 2.960 -3.341
H 6.182 0.960 -2.036
C -0.200 3.104 1.885
As 1.550 2.378 2.185
C 2.790 3.722 1.592
C 1.765 2.463 4.097
S 1.950 0.380 1.653
H -0.366 3.863 2.651
H -0.941 2.311 1.965
H -0.234 3.550 0.896
H 2.732 4.549 2.300
H 2.551 4.046 0.586
H 3.786 3.283 1.611
H 1.510 3.455 4.467
H 2.808 2.240 4.322
H 1.137 1.710 4.565
C -5.498 -3.080 -0.362
As -4.394 -2.676 1.163
C -5.612 -3.053 2.619
C -3.151 -4.131 1.416
S -3.834 -0.665 1.438
H -6.327 -3.700 -0.026
H -4.917 -3.580 -1.130
H -5.861 -2.128 -0.747
H -5.980 -4.078 2.572
H -6.443 -2.353 2.546
H -5.092 -2.885 3.561
H -3.764 -5.021 1.555
H -2.586 -3.923 2.323
H -2.474 -4.265 0.581
O -0.642 -3.850 -1.324
S -1.328 -2.579 -1.254
O -0.965 -1.812 0.004
O -2.765 -2.668 -1.378
S -0.495 -1.241 -2.560
*
```

The LUMO energy (alpha / beta) is -0.383 / 0.337 eV. The value obtained for the HOMO energy (alpha / beta) is -7.584 / -7.589 eV. Its expectation value of S² is 3.828. Its HOMO-LUMO gap (alpha / beta) is 7.2 / 7.9 eV.



Below is a molecular structure, C26H39As3CdF5N2O6P2S3, with properties calculated with ωB97M-V/def2-TZVPD.

```
! wB97M-V def2-TZVPD RIJCOSX def2/J DEFGRID3
* xyz -1 1
Cd -0.209 0.177 -1.029
N 2.089 -3.084 -2.972
C 2.641 -1.754 -2.465
C 4.155 -1.719 -2.731
P 2.397 -1.740 -0.565
O 1.383 -3.004 -0.461
O 3.708 -2.075 0.022
O 1.667 -0.498 -0.102
P 1.727 -0.534 -3.598
O 2.977 0.080 -4.437
O 0.928 -1.459 -4.469
O 1.053 0.623 -2.921
H 1.550 -3.534 -2.227
H 2.832 -3.697 -3.290
H 1.446 -2.799 -3.762
H 4.653 -2.459 -2.106
H 4.559 -0.744 -2.465
H 4.368 -1.887 -3.789
H 0.547 -2.894 0.057
H 2.648 0.800 -4.990
S -2.163 1.487 -2.305
C -2.170 -0.091 -2.951
N -1.532 -1.107 -2.402
C -1.736 -2.297 -3.092
C -1.260 -3.557 -2.735
C -1.530 -4.641 -3.557
C -2.280 -4.493 -4.727
C -2.788 -3.251 -5.072
C -2.518 -2.169 -4.246
S -3.032 -0.518 -4.410
H -0.734 -3.681 -1.796
H -1.174 -5.624 -3.270
H -2.478 -5.351 -5.358
H -3.388 -3.127 -5.966
C 1.386 4.137 -1.942
As 1.450 2.589 -0.748
C 3.338 2.176 -1.035
C 1.700 3.509 0.974
C 0.427 3.709 1.819
C -0.716 4.233 0.932
C -0.017 2.417 2.526
As -0.923 0.925 1.570
C -2.778 1.476 1.766
C -0.806 -0.219 3.142
C 0.681 4.808 2.879
As 1.918 4.702 4.425
C 3.290 3.372 3.983
C 0.873 3.568 5.641
H 2.208 4.823 -1.735
H 0.434 4.658 -1.848
H 1.468 3.758 -2.961
H 3.956 3.037 -0.782
H 3.483 1.922 -2.086
H 3.621 1.323 -0.419
H 2.175 4.475 0.776
H 2.420 2.898 1.515
H -0.975 3.516 0.147
H -0.433 5.172 0.448
H -1.615 4.413 1.526
H -0.724 2.675 3.317
H 0.840 1.945 3.004
H -2.950 1.894 2.758
H -3.395 0.588 1.620
H -3.039 2.202 0.997
H -1.018 0.377 4.030
H 0.199 -0.636 3.204
H -1.511 -1.038 3.046
H -0.269 5.052 3.368
H 0.986 5.718 2.357
H 3.925 3.733 3.175
H 2.879 2.400 3.715
H 3.907 3.256 4.876
H -0.128 3.985 5.752
H 1.355 3.573 6.619
H 0.796 2.541 5.288
F -5.962 -5.568 2.976
C -4.961 -4.852 2.442
C -3.688 -5.375 2.359
F -3.459 -6.617 2.817
C -2.663 -4.628 1.812
F -1.453 -5.203 1.762
C -2.839 -3.332 1.318
S -1.558 -2.388 0.635
C -4.144 -2.846 1.422
F -4.434 -1.610 0.992
C -5.182 -3.575 1.970
F -6.414 -3.049 2.050
*
```

The LUMO energy is 2.400 eV. The value obtained for the HOMO energy is -4.677 eV. Its HOMO-LUMO gap is 7.1 eV.